Here is C18H16N2O2 in the gas phase in a non-equilibrium geometry from OMol25. Energies are from ωB97M-V with the def2-TZVPD basis set.

XYZ file:
```
38
Properties=species:S:1:pos:R:3:nbo_charge:R:1
C -1.571 2.256 -6.280 -0.258
O -0.153 2.556 -6.174 -0.494
C 0.324 2.968 -4.967 0.310
C 1.697 3.306 -4.891 -0.260
C 2.250 3.602 -3.655 -0.177
C 1.479 3.536 -2.482 -0.074
C 2.154 3.733 -1.106 -0.064
C 1.634 4.826 -0.195 -0.029
C 2.503 5.324 0.794 -0.198
C 1.999 6.048 1.875 -0.217
C 0.634 6.372 1.903 -0.210
C -0.179 6.091 0.805 -0.213
C 0.347 5.377 -0.283 -0.202
N 2.185 2.502 -0.342 -0.351
C 2.771 1.326 -0.795 0.175
N 2.683 0.389 0.134 -0.410
C 2.058 0.931 1.237 -0.060
C 1.758 0.127 2.437 0.413
O 2.001 -1.041 2.636 -0.504
C 1.769 2.255 0.949 -0.030
C 0.099 3.352 -2.589 -0.209
C -0.490 3.043 -3.818 -0.253
H -1.709 1.882 -7.299 0.207
H -1.882 1.489 -5.554 0.184
H -2.166 3.168 -6.126 0.183
H 2.296 3.293 -5.794 0.232
H 3.302 3.897 -3.583 0.215
H 3.208 3.965 -1.335 0.211
H 3.579 5.119 0.706 0.219
H 2.676 6.364 2.680 0.224
H 0.213 6.880 2.779 0.220
H -1.218 6.436 0.762 0.221
H -0.249 5.257 -1.189 0.226
H 3.267 1.287 -1.759 0.209
H 1.224 0.760 3.190 0.093
H 1.350 2.993 1.619 0.234
H -0.554 3.444 -1.718 0.221
H -1.557 2.830 -3.860 0.216
```

* LUMO energy: 0.0198 Ha
* SMILES string: COc1ccc([C@@H](c2ccccc2)n2cnc(C=O)c2)cc1
* orbital gap: 9.307 eV

Here is a gas-phase ion, C5H6NS (charge +1) in a non-equilibrium geometry from OMol25. Energies are from ωB97M-V with the def2-TZVPD basis set.

XYZ file:
```
13
Properties=species:S:1:pos:R:3:nbo_charge:R:1
C 0.623 1.896 0.015 -0.687
C 0.620 0.419 0.003 -0.003
C 1.014 -0.414 -1.079 0.223
N -0.304 -0.433 -0.901 -0.213
C -1.322 -1.299 -0.256 -0.085
C -0.960 -1.396 1.038 -0.375
S 0.295 -0.408 1.657 0.443
H 0.623 2.243 -1.002 0.256
H 1.615 2.450 0.353 0.289
H -0.307 2.247 0.639 0.265
H 1.679 -1.265 -1.431 0.283
H -2.016 -1.994 -0.791 0.293
H -1.560 -2.046 1.753 0.311
```

* LUMO energy (spin up / spin down): -0.2300 / -0.2299 Ha
* SMILES string: C[C@]12C=[N+]1C=CS2
* orbital gap (spin up / spin down): 7.662 / 7.663 eV
* charge: +1

Here is a molecular structure, C4H2F6N2S in a non-equilibrium geometry from OMol25. Energies are from ωB97M-V with the def2-TZVPD basis set.

XYZ file:
```
15
Properties=species:S:1:pos:R:3:nbo_charge:R:1
C 1.212 0.353 1.084 -0.058
C 1.323 0.202 -0.269 0.272
C 0.190 -0.220 -1.101 0.235
C -1.174 -0.139 0.968 0.878
N -0.040 0.190 1.715 -0.057
N -0.718 -0.775 -0.224 -0.086
F 2.535 0.247 -0.897 -0.303
F -0.613 1.210 -1.616 -0.499
F -1.852 -1.093 1.643 -0.297
F -1.986 0.937 0.766 -0.294
F -0.347 0.867 2.836 -0.166
F -1.805 -1.241 -0.950 -0.188
S 0.446 -1.214 -2.510 0.105
H 2.104 0.658 1.696 0.264
H 0.724 0.017 -3.141 0.195
```

* LUMO energy: -0.0091 Ha
* orbital gap: 9.588 eV

Here is a molecular structure, C20H24HoIN4O3 in a non-equilibrium geometry from OMol25. Energies are from ωB97M-V with the def2-TZVPD basis set.

XYZ file:
```
53
Properties=species:S:1:pos:R:3:lowdin_charge:R:1
Ho 0.410 -0.315 -0.154 1.366
C -1.871 -2.686 -3.271 -0.005
C -1.245 -3.478 -2.156 -0.250
N -1.147 -4.788 -2.314 0.157
C -0.614 -5.517 -1.324 -0.054
C -0.176 -4.976 -0.144 -0.134
C 0.398 -5.860 0.936 -0.169
O 1.624 -5.315 1.431 -0.061
C -0.231 -3.586 0.041 -0.064
C 0.224 -3.026 1.324 0.008
N 0.562 -1.797 1.510 -0.068
C 1.004 -1.340 2.793 -0.310
C 1.845 -2.106 3.584 0.006
C 2.280 -1.628 4.810 -0.024
C 1.895 -0.372 5.255 -0.036
C 1.069 0.424 4.471 -0.129
C 0.644 -0.074 3.252 -0.583
I -0.640 1.191 2.163 1.153
C -0.786 -2.838 -0.999 -0.240
O -0.936 -1.481 -0.905 -0.270
H -2.548 -3.333 -3.825 0.094
H -1.107 -2.342 -3.977 0.084
H -2.416 -1.820 -2.904 0.080
H -0.555 -6.588 -1.487 0.132
H 0.531 -6.868 0.550 0.133
H -0.286 -5.939 1.781 0.136
H 2.365 -5.788 1.043 0.109
H 0.261 -3.702 2.174 0.142
H 2.170 -3.076 3.224 0.127
H 2.933 -2.241 5.417 0.127
H 2.236 -0.001 6.213 0.127
H 0.763 1.401 4.818 0.107
C 2.842 2.990 0.593 0.025
N 2.047 2.740 -0.622 -0.041
C 1.566 3.922 -1.370 -0.103
C 1.496 3.583 -2.835 -0.128
C 0.607 2.378 -3.030 -0.102
N 1.047 1.250 -2.147 -0.111
C 1.247 -0.027 -2.882 -0.018
C 1.869 1.515 -1.065 -0.530
O 2.296 0.496 -0.409 -0.139
H 2.383 3.824 1.121 0.108
H 3.862 3.253 0.316 0.118
H 2.859 2.119 1.233 0.085
H 2.256 4.739 -1.172 0.142
H 0.589 4.209 -0.979 0.143
H 2.500 3.369 -3.210 0.141
H 1.102 4.424 -3.403 0.142
H 0.672 2.010 -4.049 0.135
H -0.437 2.601 -2.825 0.139
H 0.313 -0.310 -3.351 0.102
H 1.583 -0.829 -2.241 0.072
H 2.020 0.092 -3.638 0.129
```

* 2S+1: 5
* LUMO energy (spin up / spin down): -0.2434 / -0.2407 Ha
* orbital gap (spin up / spin down): 7.594 / 7.669 eV
* charge: +2

Here is 4 unconnected molecules or ions with the total composition H8O3S2 in a non-equilibrium geometry from OMol25. Energies are from ωB97M-V with the def2-TZVPD basis set.

XYZ file:
```
13
Properties=species:S:1:pos:R:3:nbo_charge:R:1
S -1.898 -2.871 3.500 -0.140
S 0.183 -3.085 3.312 -0.133
H -2.317 -4.094 3.756 0.120
H 0.281 -2.290 4.496 0.152
O 2.968 5.829 -3.332 -0.924
H 2.864 5.081 -3.981 0.462
H 2.906 5.237 -2.522 0.462
O -0.678 -2.474 -1.277 -0.928
H -0.967 -2.068 -2.063 0.453
H -0.120 -1.731 -0.976 0.475
O -0.873 0.522 -0.132 -0.959
H -0.570 1.470 -0.152 0.477
H -1.779 0.474 -0.629 0.482
```

* LUMO energy: 0.0102 Ha
* SMILES string: SS.O.O.O
* orbital gap: 9.325 eV

Here is a molecular structure, C27H28IN4O10PYb from OMol25. Energies are from ωB97M-V with the def2-TZVPD basis set.

XYZ file:
```
72
Properties=species:S:1:pos:R:3:lowdin_charge:R:1
Yb -0.179 -0.626 0.178 1.607
O -3.198 -0.628 5.837 0.105
C -2.603 -0.656 4.634 -0.269
C -3.300 -0.937 3.455 0.086
C -2.589 -0.932 2.276 -0.170
N -1.281 -0.694 2.237 0.034
C -0.618 -0.401 3.355 -0.158
C -1.239 -0.360 4.583 0.098
C 0.847 -0.051 3.117 -0.603
O 1.511 0.402 4.025 0.086
O 1.211 -0.254 1.893 -0.268
C -3.198 -1.096 0.894 -0.600
O -4.306 -1.570 0.753 0.087
O -2.392 -0.696 -0.041 -0.220
H -4.134 -0.841 5.759 0.123
H -4.363 -1.142 3.440 0.136
H -0.678 -0.097 5.468 0.141
O 6.040 2.969 -0.142 -0.046
C 6.000 1.564 -0.275 -0.199
C 4.577 1.133 -0.477 -0.152
C 4.281 -0.125 -0.989 0.014
C 2.961 -0.514 -1.088 -0.119
N 1.938 0.270 -0.745 0.024
C 2.224 1.499 -0.302 -0.196
C 3.519 1.960 -0.131 0.070
C 1.068 2.375 0.038 -0.182
C 1.159 3.754 -0.058 0.055
C 0.077 4.542 0.319 -0.155
C 0.153 6.047 0.210 -0.203
O -0.898 6.711 0.870 -0.042
C -1.073 3.909 0.769 0.022
C -1.107 2.526 0.778 -0.098
N -0.073 1.772 0.406 0.018
H 6.933 3.240 0.087 0.101
H 6.378 1.070 0.629 0.141
H 6.603 1.221 -1.122 0.132
H 5.066 -0.804 -1.296 0.126
H 2.703 -1.501 -1.453 0.084
H 3.712 2.938 0.281 0.125
H 2.071 4.211 -0.417 0.131
H 0.077 6.317 -0.847 0.140
H 1.134 6.389 0.555 0.134
H -0.684 6.802 1.804 0.104
H -1.931 4.486 1.080 0.124
H -2.001 1.991 1.078 0.122
C -1.343 -1.035 -5.508 -0.113
O -0.640 -0.675 -4.302 -0.325
P -1.306 -1.013 -2.877 0.897
O -0.008 -1.688 -2.078 -0.485
C 0.500 -2.927 -2.604 -0.105
O -0.953 0.365 -2.041 -0.454
C -1.924 1.424 -2.198 -0.092
H -0.717 -1.721 -6.074 0.087
H -1.512 -0.128 -6.083 0.088
H -2.298 -1.509 -5.277 0.072
H 1.458 -2.734 -3.084 0.094
H -0.186 -3.339 -3.348 0.089
H 0.613 -3.642 -1.796 0.048
H -1.447 2.344 -1.874 0.080
H -2.804 1.204 -1.595 0.086
H -2.193 1.526 -3.250 0.088
I 1.558 -3.367 1.175 1.113
C -0.262 -4.200 0.613 -0.775
C -0.562 -5.542 0.754 -0.103
C -1.809 -5.959 0.310 -0.038
C -2.676 -5.036 -0.252 -0.021
C -2.276 -3.714 -0.346 -0.111
N -1.081 -3.296 0.088 -0.051
H 0.144 -6.233 1.189 0.106
H -2.097 -6.998 0.403 0.119
H -3.655 -5.325 -0.606 0.119
H -2.919 -2.952 -0.766 0.098
```

* 2S+1: 2
* LUMO energy (spin up / spin down): -0.0985 / -0.0989 Ha
* orbital gap (spin up / spin down): 8.953 / 8.945 eV
* charge: +1

Here is a molecular structure, C35H33N5O2RuS2Sb from OMol25. Energies are from ωB97M-V with the def2-TZVPD basis set.

XYZ file:
```
79
Properties=species:S:1:pos:R:3:lowdin_charge:R:1
Ru -0.986 -0.369 -1.440 0.680
O 3.969 -1.345 -2.794 0.178
C 4.263 -0.664 -1.747 -0.213
C 5.639 -0.536 -1.381 0.069
C 5.981 0.239 -0.312 -0.015
C 4.980 0.892 0.428 0.020
C 3.620 0.753 0.100 0.017
C 3.237 -0.016 -0.963 -0.029
C 1.802 -0.181 -1.319 -0.427
O 0.921 0.167 -0.486 -0.175
N 1.605 -0.734 -2.509 0.086
N 0.277 -0.907 -2.783 -0.205
C -0.139 -1.429 -3.879 -0.031
C -1.587 -1.589 -3.960 -0.261
C -2.239 -2.072 -5.080 0.015
C -3.621 -2.186 -5.055 -0.019
C -4.304 -1.822 -3.908 -0.018
C -3.587 -1.347 -2.822 -0.100
N -2.262 -1.232 -2.838 -0.102
H 2.919 -1.231 -2.940 0.100
H 6.369 -1.049 -1.993 0.144
H 7.019 0.365 -0.035 0.131
H 5.261 1.515 1.267 0.131
H 2.860 1.245 0.692 0.129
H 0.543 -1.748 -4.657 0.147
H -1.668 -2.350 -5.955 0.129
H -4.155 -2.554 -5.921 0.125
H -5.380 -1.901 -3.846 0.121
H -4.079 -1.057 -1.904 0.117
S -1.408 1.634 -2.758 0.710
C -1.495 3.161 -1.990 -0.772
N -0.794 3.440 -0.893 0.035
C -0.795 4.748 -0.240 -0.160
C -1.058 5.821 -1.283 -0.146
C -2.329 5.483 -2.043 -0.142
N -2.248 4.108 -2.540 0.029
H -0.261 2.678 -0.505 0.109
H 0.176 4.890 0.231 0.131
H -1.557 4.777 0.544 0.101
H -0.216 5.874 -1.975 0.129
H -1.161 6.792 -0.804 0.128
H -2.466 6.145 -2.895 0.131
H -3.202 5.585 -1.395 0.128
H -2.754 3.842 -3.369 0.131
S -0.878 -2.534 -0.419 0.188
Sb -0.232 -1.661 1.611 1.366
C -1.233 0.198 1.547 -0.366
C -2.464 0.184 0.885 -0.200
C -3.223 1.351 0.807 -0.058
C -2.771 2.510 1.414 -0.075
C -1.546 2.521 2.075 -0.079
C -0.768 1.373 2.130 -0.102
C 1.835 -1.629 1.966 -0.360
C 2.415 -0.785 2.907 -0.118
C 3.786 -0.843 3.126 -0.069
C 4.569 -1.736 2.405 -0.071
C 3.987 -2.574 1.463 -0.062
C 2.616 -2.525 1.241 -0.116
C -1.065 -2.754 3.186 -0.359
C -0.266 -3.169 4.248 -0.114
C -0.829 -3.920 5.271 -0.061
C -2.175 -4.253 5.226 -0.052
C -2.967 -3.842 4.161 -0.060
C -2.414 -3.093 3.134 -0.120
H -2.854 -0.740 0.467 0.058
H -4.175 1.337 0.293 0.119
H -3.378 3.406 1.387 0.117
H -1.201 3.426 2.556 0.118
H 0.187 1.400 2.640 0.096
H 1.811 -0.105 3.497 0.103
H 4.238 -0.208 3.878 0.118
H 5.634 -1.793 2.592 0.119
H 4.594 -3.286 0.918 0.119
H 2.161 -3.186 0.511 0.099
H 0.787 -2.918 4.285 0.094
H -0.215 -4.247 6.100 0.115
H -2.610 -4.842 6.023 0.117
H -4.014 -4.110 4.129 0.115
H -3.032 -2.791 2.296 0.095
```

* 2S+1: 2
* LUMO energy (spin up / spin down): -0.2058 / -0.3092 Ha
* orbital gap (spin up / spin down): 6.745 / 3.919 eV
* charge: +2

Here is a molecular structure, C30H25N2O6P2Tc from OMol25. Energies are from ωB97M-V with the def2-TZVPD basis set.

XYZ file:
```
66
Properties=species:S:1:pos:R:3:nbo_charge:R:1
Tc -0.028 0.143 0.232 1.893
O -1.664 -4.805 -2.677 -0.616
C -2.550 -4.438 -1.765 0.772
O -3.574 -5.010 -1.563 -0.481
C -2.269 -3.204 -0.933 -0.171
C -3.171 -2.784 0.048 0.121
N -2.695 -1.672 0.605 -0.266
N -1.516 -1.322 0.062 -0.379
C -1.263 -2.259 -0.881 0.053
C -0.007 -2.041 -1.621 0.757
O 0.467 -2.696 -2.477 -0.411
O 0.649 -0.894 -1.129 -0.598
H -0.877 -4.245 -2.732 0.503
H -4.107 -3.236 0.346 0.303
H -3.117 -1.127 1.345 0.456
O 1.367 1.190 0.956 -0.991
P 1.916 2.696 1.030 1.954
C 0.399 3.690 0.855 -1.177
P -0.766 3.171 -0.433 1.939
O -1.134 1.629 -0.059 -0.930
C 0.006 3.170 -2.016 -0.507
C 0.770 4.284 -2.383 -0.187
C 1.359 4.319 -3.634 -0.126
C 1.188 3.255 -4.513 -0.148
C 0.421 2.154 -4.154 -0.182
C -0.179 2.109 -2.906 -0.187
C -2.224 4.127 -0.339 -0.447
C -2.790 4.578 -1.542 -0.159
C -3.964 5.309 -1.506 -0.191
C -4.571 5.585 -0.288 -0.105
C -4.014 5.133 0.908 -0.177
C -2.844 4.404 0.890 -0.187
C 3.034 2.914 -0.313 -0.504
C 3.136 1.990 -1.355 -0.189
C 4.023 2.231 -2.389 -0.132
C 4.793 3.389 -2.389 -0.151
C 4.689 4.311 -1.354 -0.187
C 3.817 4.075 -0.306 -0.170
C 2.667 3.010 2.579 -0.448
C 2.049 3.713 3.620 -0.182
C 2.726 3.889 4.813 -0.181
C 4.002 3.361 4.973 -0.109
C 4.619 2.660 3.941 -0.189
C 3.962 2.489 2.739 -0.159
H 0.679 4.730 0.662 0.327
H -0.141 3.667 1.806 0.305
H 0.897 5.126 -1.712 0.231
H 1.945 5.179 -3.929 0.246
H 1.646 3.291 -5.493 0.256
H 0.275 1.342 -4.854 0.252
H -0.817 1.271 -2.649 0.217
H -2.309 4.375 -2.490 0.239
H -4.403 5.670 -2.426 0.258
H -5.486 6.161 -0.265 0.257
H -4.496 5.359 1.849 0.253
H -2.425 4.056 1.827 0.217
H 2.553 1.077 -1.355 0.214
H 4.129 1.509 -3.188 0.238
H 5.492 3.566 -3.196 0.254
H 5.304 5.201 -1.355 0.257
H 3.765 4.778 0.519 0.240
H 1.061 4.140 3.513 0.215
H 2.263 4.443 5.618 0.253
H 4.525 3.504 5.909 0.256
H 5.614 2.260 4.076 0.257
H 4.453 1.964 1.928 0.237
```

* 2S+1: 4
* LUMO energy (spin up / spin down): -0.4235 / -0.4314 Ha
* orbital gap (spin up / spin down): 5.905 / 5.690 eV
* charge: +3

Relative energy (zero: lowest compared OMol25 entry of this formula, charge and spin) across the listed records, respectively: 280.8 313.6 306.3 64.6 111.4 0.0 32.1 0.0 kJ/mol.